(1)
{"formula": "C33H27ClPV", "method": "ωB97M-V with the def2-TZVPD basis set", "species": ["C", "C", "C", "H", "C", "C", "H", "H", "H", "H", "V", "Cl", "P", "C", "C", "H", "C", "H", "C", "H", "C", "H", "C", "H", "C", "C", "H", "C", "H", "C", "H", "C", "H", "C", "H", "C", "C", "H", "C", "H", "C", "H", "C", "H", "C", "H", "C", "C", "C", "C", "C", "C", "C", "C", "C", "C", "H", "H", "H", "H", "H", "H", "H"], "xyz": [[-2.234, -0.402, 2.423], [-2.277, 0.710, 1.536], [-2.981, 0.308, 0.356], [-1.912, 1.704, 1.760], [-3.380, -1.055, 0.518], [-2.907, -1.500, 1.793], [-3.032, -2.491, 2.209], [-1.769, -0.403, 3.401], [-3.228, 0.946, -0.488], [-3.935, -1.646, -0.205], [-1.353, -0.899, 0.650], [-0.657, -2.151, -1.295], [0.042, 1.141, -0.969], [-1.118, 1.587, -2.295], [-1.287, 2.923, -2.683], [-0.776, 3.718, -2.141], [-2.099, 3.235, -3.776], [-2.206, 4.278, -4.077], [-2.758, 2.224, -4.481], [-3.383, 2.471, -5.341], [-2.613, 0.889, -4.084], [-3.128, 0.092, -4.623], [-1.804, 0.575, -3.000], [-1.681, -0.467, -2.702], [0.425, 2.646, -0.047], [-0.615, 3.449, 0.466], [-1.658, 3.213, 0.242], [-0.320, 4.558, 1.255], [-1.136, 5.151, 1.671], [1.014, 4.909, 1.500], [1.244, 5.796, 2.093], [2.049, 4.121, 0.986], [3.090, 4.395, 1.162], [1.759, 2.977, 0.244], [2.566, 2.349, -0.137], [1.557, 0.629, -1.789], [1.896, 1.220, -3.012], [1.210, 1.931, -3.475], [3.106, 0.905, -3.627], [3.368, 1.391, -4.567], [3.970, -0.024, -3.039], [4.918, -0.268, -3.522], [3.618, -0.646, -1.833], [4.288, -1.377, -1.375], [2.416, -0.332, -1.210], [2.133, -0.831, -0.281], [0.068, -5.998, 2.642], [-0.827, -5.412, 1.722], [-0.781, -4.055, 1.475], [0.149, -3.203, 2.133], [0.236, -1.802, 1.943], [1.167, -1.024, 2.590], [2.064, -1.630, 3.512], [2.011, -2.990, 3.745], [1.066, -3.814, 3.071], [0.998, -5.207, 3.301], [0.026, -7.072, 2.827], [-1.557, -6.031, 1.200], [-1.452, -3.640, 0.724], [1.227, 0.056, 2.421], [2.793, -1.013, 4.039], [2.691, -3.467, 4.450], [1.699, -5.645, 4.013]], "forces_ev_per_a": [[-1.3, 0.6, 1.4], [-1.5, 0.3, 1.1], [-1.7, 0.4, 0.9], [0.3, -0.3, -0.2], [-1.6, 0.6, 0.7], [-1.6, 1.0, 0.8], [0.3, 0.0, -0.1], [-0.1, -0.1, -0.2], [0.4, -0.3, 0.0], [0.3, 0.1, 0.1], [9.6, -3.5, -6.6], [-0.6, 0.9, 1.5], [-1.0, -1.0, 0.8], [-0.3, 0.2, -0.3], [-0.1, -0.1, -0.1], [-0.1, -0.2, -0.2], [-0.1, -0.1, 0.0], [0.0, -0.3, 0.1], [0.1, 0.0, 0.2], [0.2, 0.0, 0.3], [0.0, 0.3, 0.0], [0.2, 0.3, 0.2], [0.2, 0.0, 0.2], [0.0, 0.4, -0.2], [0.1, 0.4, 0.3], [0.3, -0.1, 0.1], [0.3, 0.1, 0.0], [0.1, 0.0, -0.1], [0.3, -0.1, -0.2], [0.0, -0.2, -0.1], [-0.1, -0.3, -0.2], [-0.2, 0.1, 0.1], [-0.3, -0.1, 0.0], [-0.3, 0.0, -0.1], [-0.2, 0.2, 0.1], [0.6, -0.6, -0.1], [0.1, 0.0, 0.2], [0.2, -0.2, 0.1], [0.1, -0.1, 0.1], [0.0, -0.2, 0.2], [-0.2, 0.1, 0.1], [-0.3, 0.1, 0.2], [0.1, 0.1, -0.1], [-0.2, 0.2, -0.2], [-0.3, 0.4, -0.2], [0.1, 0.1, -0.2], [0.5, 0.3, 0.4], [0.0, 0.4, 0.0], [0.0, -0.2, 0.1], [0.4, -0.8, 0.7], [-1.5, 1.3, -0.5], [-0.1, -0.3, 0.2], [0.2, -0.4, -0.1], [-0.1, 0.4, -0.2], [-0.4, 0.5, -0.5], [-0.4, -0.5, -0.3], [0.0, 0.3, 0.0], [0.2, 0.1, 0.1], [0.1, -0.2, 0.2], [-0.1, -0.3, 0.2], [-0.2, -0.2, -0.2], [-0.1, 0.2, -0.1], [-0.2, 0.0, -0.2]], "mulliken_spin": [0.0898, 0.0190, -0.0554, 0.0032, 0.0017, -0.0333, 0.0011, 0.0042, -0.0025, -0.0042, 1.4547, -0.0418, -0.0460, -0.0214, -0.0046, -0.0004, 0.0014, -0.0002, -0.0033, -0.0002, 0.0008, 0.0000, 0.0049, -0.0057, -0.0155, -0.0042, 0.0005, 0.0034, 0.0001, -0.0079, -0.0003, 0.0039, 0.0001, -0.0032, -0.0011, -0.0218, -0.0051, -0.0005, -0.0004, -0.0003, -0.0007, -0.0001, 0.0007, 0.0000, 0.0030, -0.0031, -0.0008, -0.0009, -0.0066, -0.0325, -0.2273, -0.0087, -0.0105, 0.0014, -0.0122, -0.0020, -0.0001, 0.0001, -0.0066, -0.0019, -0.0010, 0.0001, -0.0004], "lumo_energy_ha": [-0.1888, -0.1571], "spin_multiplicity": 2, "s2": 0.880, "e_homo_ev": [-10.692, -10.739], "relative_energy_kcal_mol": 23.8, "total_charge": 1, "gap_ev": [5.6, 6.5]}


(2)
{"formula": "C32H40FGaIN5O3Se", "method": "ωB97M-V with the def2-TZVPD basis set", "species": ["Ga", "F", "C", "C", "C", "C", "O", "C", "C", "N", "C", "C", "C", "C", "C", "C", "N", "C", "C", "N", "C", "C", "C", "O", "O", "H", "H", "H", "H", "H", "H", "H", "H", "H", "H", "H", "H", "H", "H", "H", "H", "H", "H", "C", "C", "C", "C", "N", "C", "Se", "N", "C", "C", "C", "C", "C", "C", "C", "C", "C", "C", "H", "H", "H", "H", "H", "H", "H", "H", "H", "H", "H", "H", "H", "H", "H", "H", "H", "H", "H", "H", "H", "H", "I"], "xyz": [[0.874, 2.194, -0.038], [-1.211, -3.975, -1.872], [-1.776, -2.810, -2.251], [-1.234, -1.668, -1.742], [-1.773, -0.415, -2.048], [-1.175, 0.791, -1.515], [-0.181, 0.672, -0.728], [-1.756, 2.012, -1.935], [-2.858, 1.980, -2.749], [-3.443, 0.863, -3.201], [-4.635, 0.978, -4.024], [-5.718, 1.911, -3.580], [-5.935, 0.433, -3.508], [-2.893, -0.368, -2.892], [-3.416, -1.549, -3.426], [-2.891, -2.799, -3.126], [-3.438, -3.948, -3.712], [-2.817, -5.269, -3.558], [-3.539, -6.278, -4.456], [-3.997, -5.555, -5.680], [-5.124, -4.625, -5.340], [-4.871, -4.043, -3.942], [-1.279, 3.393, -1.542], [-1.890, 4.360, -1.918], [-0.199, 3.452, -0.807], [-0.380, -1.733, -1.082], [-3.295, 2.924, -3.048], [-4.427, 0.903, -5.085], [-6.233, 2.487, -4.335], [-5.579, 2.440, -2.647], [-6.608, -0.027, -4.219], [-5.940, -0.027, -2.528], [-4.244, -1.463, -4.113], [-2.841, -5.641, -2.532], [-1.775, -5.203, -3.868], [-4.415, -6.710, -3.976], [-2.866, -7.087, -4.728], [-4.275, -6.200, -6.419], [-3.210, -5.004, -6.028], [-6.059, -5.182, -5.358], [-5.165, -3.851, -6.104], [-5.338, -4.675, -3.178], [-5.345, -3.070, -3.874], [3.751, -2.120, 4.957], [2.698, -1.014, 4.961], [1.805, -1.019, 3.719], [2.516, -0.605, 2.430], [3.169, 0.697, 2.523], [2.550, 1.887, 2.520], [0.673, 2.139, 2.342], [3.461, 2.869, 2.573], [3.216, 4.308, 2.608], [3.608, 4.931, 3.950], [2.841, 4.376, 5.152], [1.382, 4.826, 5.207], [4.724, 2.296, 2.558], [5.991, 2.866, 2.523], [7.064, 2.003, 2.451], [6.882, 0.614, 2.426], [5.625, 0.047, 2.465], [4.539, 0.914, 2.524], [4.298, -2.127, 5.899], [4.477, -1.985, 4.154], [3.279, -3.096, 4.834], [3.183, -0.038, 5.064], [2.056, -1.138, 5.835], [0.951, -0.359, 3.883], [1.413, -2.026, 3.558], [1.800, -0.569, 1.607], [3.287, -1.327, 2.171], [2.161, 4.477, 2.405], [3.796, 4.757, 1.800], [3.424, 6.005, 3.870], [4.680, 4.799, 4.111], [3.348, 4.716, 6.056], [2.896, 3.282, 5.153], [1.314, 5.914, 5.150], [0.925, 4.510, 6.144], [0.793, 4.402, 4.393], [6.131, 3.938, 2.545], [8.067, 2.405, 2.412], [7.749, -0.029, 2.373], [5.504, -1.027, 2.449], [3.148, 1.879, -1.042]], "forces_ev_per_a": [[-0.1, -0.6, -0.5], [-0.1, -0.1, -0.1], [0.0, 0.0, 0.1], [0.0, 0.0, 0.0], [-0.1, -0.1, -0.1], [-0.1, 0.2, -0.1], [0.1, 0.1, 0.2], [0.2, 0.0, 0.1], [0.0, 0.0, 0.0], [-0.1, 0.2, 0.0], [0.0, 0.0, -0.1], [0.0, 0.1, 0.0], [-0.1, -0.1, 0.1], [0.3, -0.1, 0.2], [-0.1, 0.0, -0.1], [0.2, 0.2, 0.1], [0.0, -0.2, -0.1], [0.0, 0.2, 0.0], [0.2, -0.1, 0.3], [0.0, -0.1, 0.0], [-0.3, 0.4, 0.2], [0.0, -0.1, 0.1], [0.0, -0.2, -0.1], [0.0, 0.0, 0.0], [0.1, 0.5, 0.2], [0.0, 0.0, 0.0], [0.0, 0.0, 0.0], [0.0, 0.0, 0.0], [0.0, -0.1, -0.1], [0.0, -0.1, 0.0], [0.0, 0.0, 0.0], [0.1, 0.1, 0.0], [0.1, 0.0, 0.0], [0.0, 0.0, 0.0], [0.0, 0.0, 0.1], [-0.1, 0.0, -0.1], [0.0, 0.0, -0.1], [0.0, 0.0, 0.0], [0.0, 0.0, -0.1], [0.1, -0.1, -0.1], [0.1, 0.0, 0.0], [0.0, 0.0, 0.0], [0.0, 0.0, 0.0], [-0.1, 0.1, 0.0], [0.0, -0.2, -0.1], [0.2, 0.1, 0.1], [-0.3, -0.3, 0.1], [-0.1, 0.2, -0.1], [0.0, 0.1, 0.0], [0.3, 0.0, -0.1], [-0.2, -0.2, -0.1], [0.1, 0.4, 0.2], [-0.1, -0.2, 0.0], [-0.1, 0.1, -0.1], [0.1, -0.1, 0.0], [0.0, -0.3, 0.0], [0.1, 0.1, 0.0], [0.0, 0.1, 0.0], [0.0, 0.0, 0.0], [0.0, -0.2, 0.0], [0.2, 0.3, 0.1], [0.0, 0.0, 0.0], [0.0, -0.1, 0.0], [0.0, 0.0, 0.0], [0.0, 0.0, 0.1], [0.0, 0.1, 0.0], [0.0, 0.0, -0.1], [-0.1, 0.0, 0.0], [0.1, 0.0, 0.0], [0.0, 0.1, -0.1], [0.0, -0.1, -0.1], [0.0, 0.0, -0.1], [0.1, 0.0, 0.0], [0.0, 0.0, 0.0], [0.0, -0.1, 0.0], [0.0, 0.0, 0.1], [0.0, 0.0, 0.0], [0.0, 0.0, 0.0], [0.0, 0.0, 0.0], [0.0, 0.0, 0.0], [0.0, 0.0, 0.0], [0.0, 0.0, 0.0], [0.0, 0.0, -0.1], [-0.2, 0.1, 0.2]], "lowdin_charge": [-0.1613, 0.0728, -0.1749, 0.0989, -0.0416, -0.2335, -0.0777, -0.0010, 0.0717, 0.0283, -0.2462, -0.0668, -0.0916, -0.1044, 0.0647, -0.1168, -0.0796, -0.1193, -0.0780, 0.0686, -0.0661, -0.1199, -0.5245, 0.1249, -0.0649, 0.1458, 0.1591, 0.1598, 0.1191, 0.1191, 0.1091, 0.1175, 0.1062, 0.1397, 0.1364, 0.1407, 0.1456, 0.1919, 0.1885, 0.1431, 0.1398, 0.1411, 0.1191, -0.0890, -0.2442, -0.1871, -0.1345, -0.0079, -0.6147, 0.9069, -0.0086, -0.1280, -0.1709, -0.2455, -0.0974, -0.1521, 0.0157, -0.0473, -0.0489, 0.0076, -0.1510, 0.0808, 0.0465, 0.0811, 0.1025, 0.1126, 0.0788, 0.1221, 0.1071, 0.1248, 0.0918, 0.1384, 0.1258, 0.1028, 0.1132, 0.0990, 0.0822, 0.0782, 0.0302, 0.1198, 0.1173, 0.1167, 0.1066, 0.5352], "lumo_energy_ha": -0.1861, "spin_multiplicity": 1, "e_homo_ev": -13.035, "relative_energy_kcal_mol": 0.0, "total_charge": 2, "gap_ev": 8.0}


(3)
{"formula": "C6H12N2O2", "method": "ωB97M-V with the def2-TZVPD basis set", "species": ["C", "C", "C", "N", "C", "C", "C", "O", "N", "O", "H", "H", "H", "H", "H", "H", "H", "H", "H", "H", "H", "H"], "xyz": [[3.490, 0.405, 0.141], [2.481, -0.546, -0.568], [1.334, -1.039, 0.187], [0.345, -0.021, 0.357], [-0.833, -0.280, 1.019], [-1.986, -0.469, 0.063], [-3.226, 0.357, -0.058], [-1.810, -1.388, -0.686], [0.398, 1.207, -0.279], [-0.628, 1.844, -0.262], [4.245, 0.844, -0.466], [2.935, 1.152, 0.649], [3.948, -0.265, 0.882], [3.030, -1.455, -0.865], [2.188, -0.094, -1.530], [0.855, -1.874, -0.340], [1.684, -1.417, 1.183], [-0.829, -1.291, 1.479], [-1.026, 0.505, 1.792], [-3.343, 1.082, 0.760], [-3.033, 0.770, -0.992], [-3.907, -0.471, -0.217]], "forces_ev_per_a": [[-1.2, -2.3, 0.8], [2.6, 0.4, -2.4], [-0.1, -0.5, 0.9], [0.2, 2.7, -0.9], [-2.5, -0.3, 2.6], [0.6, 0.4, 0.1], [0.9, -1.3, 1.7], [-0.2, -1.1, -1.2], [1.2, -1.6, 0.0], [-0.1, -0.4, 0.5], [0.4, 0.2, -0.7], [-0.3, 0.9, 0.5], [0.3, 0.6, 0.1], [0.0, 0.3, 0.0], [-0.2, -0.2, 0.4], [0.1, 0.1, 0.1], [-0.4, 0.3, -0.5], [0.5, 0.7, 0.1], [0.0, -0.5, -0.4], [-0.4, -0.4, -0.5], [-0.2, 1.4, -1.6], [-1.1, 0.6, 0.4]], "nbo_charge": [-0.5995, -0.4116, -0.2142, -0.2447, -0.3431, 0.6097, -0.7196, -0.5780, 0.2463, -0.3983, 0.2181, 0.2084, 0.1943, 0.2062, 0.2198, 0.2257, 0.1956, 0.2417, 0.2132, 0.2299, 0.2557, 0.2444], "lumo_energy_ha": 0.0295, "spin_multiplicity": 1, "e_homo_ev": -9.299, "relative_energy_kcal_mol": 86.0, "gap_ev": 10.1}


(4)
{"formula": "C11H25N3O2", "method": "ωB97M-V with the def2-TZVPD basis set", "species": ["C", "C", "C", "C", "C", "N", "C", "C", "N", "C", "C", "C", "C", "N", "O", "H", "H", "H", "H", "H", "H", "H", "H", "H", "H", "H", "H", "H", "H", "H", "H", "H", "H", "H", "H", "H", "H", "O", "H", "H", "H"], "xyz": [[1.465, -2.375, 1.432], [0.970, -1.446, 0.217], [1.792, -1.990, -1.056], [-0.590, -1.679, 0.104], [-1.373, -0.660, -0.829], [-1.640, -1.159, -2.198], [-2.806, -0.421, -0.138], [-3.755, -1.653, -0.376], [-4.870, -1.821, 0.271], [-0.571, 0.716, -0.943], [0.326, 0.960, 0.341], [-0.543, 1.247, 1.665], [1.093, 2.347, 0.067], [1.394, -0.049, 0.543], [1.878, 0.094, 1.743], [0.884, -2.192, 2.376], [1.202, -3.431, 1.100], [2.576, -2.364, 1.562], [1.268, -1.799, -2.028], [1.991, -3.080, -0.856], [2.803, -1.484, -1.012], [-0.739, -2.708, -0.352], [-1.000, -1.733, 1.152], [-2.257, -0.483, -2.667], [-0.794, -1.168, -2.773], [-3.258, 0.575, -0.415], [-2.630, -0.370, 0.981], [-3.505, -2.477, -1.102], [-4.997, -1.037, 0.926], [-1.335, 1.556, -0.982], [0.025, 0.804, -1.895], [-1.577, 1.609, 1.382], [-0.625, 0.282, 2.244], [0.019, 1.997, 2.287], [1.586, 2.242, -0.948], [1.915, 2.496, 0.834], [0.371, 3.206, 0.026], [3.637, 4.275, -0.240], [4.125, 4.586, -1.034], [3.411, 5.021, 0.358], [4.131, 3.570, 0.234]], "forces_ev_per_a": [[-0.7, -0.9, -1.0], [1.2, -2.6, 0.3], [0.1, 0.6, 1.2], [0.4, -0.3, -0.9], [-0.3, 1.1, 0.5], [0.1, 0.2, 0.0], [0.8, -0.8, 0.3], [-1.5, -0.1, 0.9], [2.0, 0.6, -0.9], [-0.3, -0.1, 1.3], [-0.4, 3.3, -0.8], [0.4, -0.9, -0.5], [0.3, -0.8, -0.7], [-2.2, -0.1, 1.7], [0.7, 0.2, -1.1], [0.9, 0.1, -0.8], [0.2, 1.2, 0.5], [-1.1, 0.3, 0.1], [0.6, -0.3, 0.8], [-0.5, 1.1, -0.7], [-1.1, -0.5, -0.4], [0.3, 1.1, 0.6], [0.2, 0.3, -1.2], [0.2, -0.4, 0.3], [-0.2, -0.1, 0.4], [0.2, -1.1, -0.1], [-0.3, 0.0, -1.3], [0.1, 1.2, 0.7], [-0.1, -0.2, -0.2], [1.0, -0.8, 0.0], [-0.4, -0.4, 1.0], [1.3, -0.3, 0.4], [-0.1, 1.1, -0.4], [-0.8, -0.8, -0.5], [-0.4, 0.3, 1.0], [-1.2, -0.2, -0.6], [0.7, -0.8, 0.2], [0.3, 0.1, 0.0], [-0.1, 0.0, 0.1], [0.0, -0.1, 0.0], [-0.2, 0.0, 0.0]], "mulliken_spin": [-0.0001, 0.0303, 0.0217, 0.0105, -0.0168, 0.0003, 0.0002, 0.0006, 0.0001, 0.0231, 0.0297, 0.0121, 0.0032, 0.3163, 0.5772, 0.0043, -0.0004, 0.0009, 0.0011, 0.0021, -0.0123, -0.0035, 0.0024, 0.0001, 0.0006, -0.0001, -0.0006, 0.0001, 0.0000, -0.0008, -0.0004, 0.0014, 0.0039, -0.0053, 0.0004, -0.0015, -0.0016, 0.0013, -0.0003, -0.0001, -0.0001], "lumo_energy_ha": [-0.1982, -0.1982], "spin_multiplicity": 2, "s2": 0.754, "e_homo_ev": [-11.279, -11.384], "total_charge": 1, "gap_ev": [5.9, 6.0]}